Run P
An isolated molecule of C4H5ClN2. Source: OMol25; level of theory: ωB97M-V with the def2-TZVPD basis set.

SMILES: Cl[C@@H]1[C@@H]2C=NN[C@H]12
Kohn-Sham gap (eV): 9.2044
E_HOMO (Ha): -0.308

Last column: natural (NBO) charge in e.
Element x y z (Å)
Cl1 1.76 -0.43 -0.26  -0.051
N1 -1.28 -0.08 -1.01  -0.403
N2 -1.46 -1.04 -0.14  -0.187
C1 -0.79 -0.80 1.00  -0.044
C2 -0.74 1.08 -0.41  -0.084
C3 0.70 0.96 0.14  -0.227
C4 -0.42 0.66 1.06  -0.312
H1 1.39 1.73 0.40  0.237
H2 -1.10 2.06 -0.73  0.231
H3 -0.74 1.33 1.90  0.235
H4 -0.69 -1.45 1.83  0.215
H5 -2.07 0.03 -1.69  0.391

=====

Run Q
An isolated molecule of C4H5ClN2. Source: OMol25; level of theory: ωB97M-V with the def2-TZVPD basis set.

SMILES: Nn1cccc1Cl
Kohn-Sham gap (eV): 9.0085
E_HOMO (Ha): -0.299

Last column: natural (NBO) charge in e.
Element x y z (Å)
Cl1 2.72 -0.43 0.00  0.064
N1 0.71 1.85 0.00  -0.620
N2 0.24 0.58 0.02  -0.200
C1 -1.09 0.21 0.00  -0.104
C2 0.18 -1.65 0.02  -0.317
C3 1.04 -0.54 0.00  0.065
C4 -1.15 -1.17 -0.01  -0.287
H1 0.63 -2.65 -0.04  0.232
H2 -2.08 -1.83 0.06  0.234
H3 0.37 2.38 -0.79  0.357
H4 0.37 2.33 0.82  0.355
H5 -1.94 0.92 -0.08  0.220

=====

Run R
An isolated molecule of C4H5ClN2. Source: OMol25; level of theory: ωB97M-V with the def2-TZVPD basis set.

SMILES: Cl[C@@H]1[C@@H]2C=NN[C@H]12
Kohn-Sham gap (eV): 9.6564
E_HOMO (Ha): -0.321

Last column: natural (NBO) charge in e.
Element x y z (Å)
Cl1 -0.92 1.37 0.82  -0.021
N1 1.31 -0.97 0.69  -0.204
N2 1.63 -0.15 -0.39  -0.443
C1 0.45 -0.02 -1.24  -0.088
C2 -0.87 0.47 -0.67  -0.260
C3 0.19 -1.58 0.54  0.003
C4 -0.55 -1.05 -0.68  -0.297
H1 2.16 0.64 -0.04  0.394
H2 -1.17 -1.67 -1.33  0.239
H3 0.60 0.19 -2.30  0.224
H4 -1.63 0.87 -1.34  0.236
H5 -0.16 -2.34 1.22  0.216

=====

run Q comes first in stability; the runner-up is 15.1 kcal/mol higher.

=====

Run P
A structure of composition C17H15Cl3GeN6O2STi. Source: OMol25; level of theory: ωB97M-V with the def2-TZVPD basis set.

2S+1: 2
Total charge: -1
Kohn-Sham gap (spin up / spin down) (eV): 5.4345 / 7.9889
E_HOMO (spin up / spin down) (Ha): -0.107 / -0.201

Last column: natural (NBO) charge in e.
Element x y z (Å)
Ge1 1.43 -3.81 0.05  0.955
Ti1 0.22 -0.56 -0.43  1.295
Cl1 1.22 -4.95 1.98  -0.575
Cl2 2.25 -1.81 1.02  -0.516
Cl3 -0.76 -2.84 0.13  -0.427
S1 -1.46 -0.22 2.16  -0.171
O1 2.80 2.39 -0.86  -0.743
O2 1.08 -1.60 -2.02  -0.709
N1 -0.11 1.97 1.42  -0.236
N2 -1.43 3.67 1.79  -0.277
N3 0.94 1.16 0.97  -0.644
N4 -1.02 0.34 -1.08  -0.674
N5 1.75 0.42 -1.43  -0.669
N6 -2.02 2.48 2.14  -0.381
C1 5.47 0.57 -4.10  -0.259
C2 -1.19 2.43 -2.24  -0.249
C3 -3.92 2.04 -2.56  -0.222
C4 4.81 1.32 -3.15  -0.197
C5 -1.79 1.26 -1.74  0.115
C6 -0.26 3.33 1.34  0.373
C7 0.78 4.26 0.82  -0.673
C8 -1.96 3.38 -2.88  -0.193
C9 -3.33 3.20 -3.05  -0.259
C10 4.97 -0.70 -4.50  -0.249
C11 -3.16 1.08 -1.91  -0.192
C12 3.64 0.82 -2.59  -0.095
C13 3.14 -0.46 -2.99  -0.192
C14 -1.24 1.41 1.93  0.232
C15 1.96 -0.65 -2.22  0.548
C16 2.75 1.34 -1.56  0.562
C17 3.82 -1.22 -3.95  -0.170
H1 1.58 1.73 0.37  0.458
H2 -1.49 4.28 -3.27  0.203
H3 1.46 0.81 1.77  0.401
H4 1.67 4.22 1.45  0.236
H5 -3.61 0.17 -1.53  0.214
H6 1.10 3.97 -0.18  0.276
H7 -3.92 3.95 -3.55  0.201
H8 0.37 5.26 0.82  0.240
H9 3.45 -2.19 -4.26  0.210
H10 5.19 2.28 -2.84  0.211
H11 6.38 0.94 -4.55  0.196
H12 -2.96 2.46 2.48  0.421
H13 -0.12 2.55 -2.12  0.226
H14 5.52 -1.27 -5.25  0.197
H15 -4.99 1.89 -2.69  0.202

=====

Run Q
A structure of composition C17H15Cl3GeN6O2STi. Source: OMol25; level of theory: ωB97M-V with the def2-TZVPD basis set.

2S+1: 2
Total charge: -1
Kohn-Sham gap (spin up / spin down) (eV): 6.6248 / 5.9474
E_HOMO (spin up / spin down) (Ha): -0.181 / -0.180

Last column: natural (NBO) charge in e.
Element x y z (Å)
Ge1 0.55 -1.66 -2.66  0.935
Ti1 -0.58 -0.45 0.23  1.228
Cl1 -0.55 -2.70 -0.64  -0.356
Cl2 2.12 -3.32 -2.82  -0.576
Cl3 -0.96 -2.54 -4.14  -0.581
S1 0.95 1.18 2.41  -0.227
O1 -0.41 3.73 0.60  -0.513
O2 -1.51 -0.10 -1.48  -0.612
N1 0.20 -0.73 4.21  -0.404
N2 1.26 -0.38 -0.13  -0.498
N3 -0.35 -1.98 4.27  -0.324
N4 -2.26 -0.26 1.21  -1.113
N5 -0.07 -1.32 2.16  -0.586
N6 -0.71 1.59 -0.31  -0.586
C1 -2.44 4.59 -1.60  -0.206
C2 -3.34 4.63 -2.67  -0.198
C3 -0.51 -2.29 3.01  0.360
C4 4.25 -2.16 0.98  -0.215
C5 -1.12 -3.57 2.57  -0.654
C6 -3.08 2.25 -3.06  -0.161
C7 -2.19 2.24 -2.01  -0.144
C8 5.20 -1.61 0.13  -0.189
C9 -3.65 3.48 -3.39  -0.210
C10 3.52 -0.22 -0.87  -0.116
C11 -0.91 2.98 -0.19  0.668
C12 -1.46 1.15 -1.31  0.658
C13 2.53 -0.77 -0.01  0.083
C14 -1.87 3.38 -1.30  -0.039
C15 0.37 -0.32 2.94  0.222
C16 4.83 -0.64 -0.79  -0.246
C17 2.94 -1.75 0.93  -0.168
H1 -2.34 0.20 2.10  0.372
H2 -1.43 -4.14 3.44  0.222
H3 0.41 -0.20 5.04  0.408
H4 -3.82 5.57 -2.94  0.211
H5 -3.06 0.00 0.65  0.354
H6 -4.35 3.54 -4.21  0.213
H7 3.21 0.53 -1.58  0.211
H8 -0.41 -4.15 1.98  0.231
H9 -2.19 5.48 -1.03  0.229
H10 2.18 -2.18 1.57  0.228
H11 6.23 -1.95 0.18  0.201
H12 5.57 -0.22 -1.46  0.206
H13 4.54 -2.93 1.69  0.205
H14 -1.98 -3.36 1.93  0.241
H15 -3.31 1.35 -3.61  0.235

=====

run P comes first in stability; the runner-up is 7.6 kcal/mol higher.

=====

Run P
An isolated molecule of C4H10O2S. Source: OMol25; level of theory: ωB97M-V with the def2-TZVPD basis set.

SMILES: C[C@@](O)(S)CCO
Kohn-Sham gap (eV): 9.9317
E_HOMO (Ha): -0.340

Last column: natural (NBO) charge in e.
Element x y z (Å)
S1 -0.99 -0.73 1.75  -0.121
O1 0.52 -2.21 -0.02  -0.700
O2 -1.51 1.78 -1.42  -0.730
C1 -0.43 -0.19 -0.80  -0.495
C2 1.56 -0.33 0.68  -0.630
C3 0.22 -0.92 0.30  0.230
C4 -0.49 1.35 -0.62  -0.060
H1 1.80 -0.98 1.43  0.222
H2 1.42 0.65 1.00  0.206
H3 -2.17 2.29 -0.95  0.479
H4 2.07 -0.35 -0.26  0.222
H5 -0.29 -2.60 -0.43  0.472
H6 0.39 1.88 -1.06  0.164
H7 -0.01 -0.41 -1.79  0.223
H8 -0.11 -0.39 2.65  0.116
H9 -1.46 -0.49 -0.96  0.220
H10 -0.52 1.65 0.48  0.180

=====

Run Q
A cluster of 2 separate species, C4H10O2S in total. Source: OMol25; level of theory: ωB97M-V with the def2-TZVPD basis set.

SMILES: O=CCCCS.O
Kohn-Sham gap (eV): 9.7542
E_HOMO (Ha): -0.335

Last column: natural (NBO) charge in e.
Element x y z (Å)
S1 0.62 -2.10 0.90  -0.054
O1 -1.81 -0.88 -1.97  -0.513
O2 3.00 0.40 -0.90  -0.957
C1 -1.10 0.08 0.69  -0.439
C2 -1.67 0.29 -1.79  0.456
C3 -1.03 0.94 -0.59  -0.520
C4 0.23 -0.34 1.30  -0.487
H1 -0.01 1.21 -0.88  0.246
H2 -1.59 -0.81 0.39  0.237
H3 -1.55 1.87 -0.40  0.222
H4 1.01 0.28 0.88  0.190
H5 3.31 -0.51 -0.87  0.488
H6 1.23 -2.41 2.04  0.116
H7 0.36 -0.31 2.38  0.224
H8 -1.81 0.48 1.41  0.220
H9 -2.00 1.04 -2.53  0.099
H10 2.82 0.79 -0.05  0.472

=====

run Q comes first in stability; the runner-up is 4.9 kcal/mol higher.

=====

Run P
A cluster of 2 separate species, CF6N2 in total. Source: OMol25; level of theory: ωB97M-V with the def2-TZVPD basis set.

Kohn-Sham gap (spin up / spin down) (eV): 9.9292 / 9.9275
E_HOMO (spin up / spin down) (Ha): -0.391 / -0.391

Last column: natural (NBO) charge in e.
Element x y z (Å)
F1 2.46 -0.40 0.38  -0.216
F2 -1.99 -0.57 -1.06  -0.239
F3 0.28 0.97 1.46  -0.265
F4 0.18 1.36 -0.75  -0.279
F5 -2.19 0.27 0.86  -0.193
F6 1.34 -0.77 -1.38  -0.196
N1 1.13 -0.69 0.01  0.254
N2 -1.49 -0.63 0.24  0.313
C1 0.27 0.44 0.23  0.821

=====

Run Q
A cluster of 2 separate species, CF6N2 in total. Source: OMol25; level of theory: ωB97M-V with the def2-TZVPD basis set.

Kohn-Sham gap (spin up / spin down) (eV): 10.0634 / 8.6241
E_HOMO (spin up / spin down) (Ha): -0.399 / -0.352

Last column: natural (NBO) charge in e.
Element x y z (Å)
F1 1.51 -1.54 -1.54  -0.180
F2 -1.56 0.96 -0.81  -0.193
F3 -1.57 1.72 1.20  -0.175
F4 0.37 -0.11 1.66  -0.261
F5 -0.09 -2.39 -0.28  -0.234
F6 1.46 0.96 0.13  -0.299
N1 0.30 -1.35 -1.10  0.353
N2 -0.73 1.33 0.23  0.201
C1 0.31 0.42 0.52  0.790

=====

run P comes first in stability; the runner-up is 25.0 kcal/mol higher.

=====

Run P
A cluster of 2 separate species, C3H7OS in total. Source: OMol25; level of theory: ωB97M-V with the def2-TZVPD basis set.

2S+1: 2
Kohn-Sham gap (spin up / spin down) (eV): 10.4170 / 7.0223
E_HOMO (spin up / spin down) (Ha): -0.354 / -0.339

Last column: natural (NBO) charge in e.
Element x y z (Å)
S1 1.14 -0.50 -0.15  0.102
O1 -0.28 -1.02 -4.01  -0.492
C1 0.17 -0.69 -2.95  0.271
C2 -0.26 0.17 2.28  -0.622
C3 -0.02 0.51 0.81  -0.600
H1 1.25 -0.73 -2.76  0.116
H2 0.30 1.55 0.62  0.229
H3 -0.43 -0.14 -2.21  0.104
H4 -1.04 -0.56 2.47  0.218
H5 0.64 -0.21 2.77  0.216
H6 -0.47 1.10 2.82  0.216
H7 -1.00 0.53 0.32  0.242

=====

Run Q
A cluster of 2 separate species, C3H7OS in total. Source: OMol25; level of theory: ωB97M-V with the def2-TZVPD basis set.

2S+1: 2
Kohn-Sham gap (spin up / spin down) (eV): 10.2598 / 7.0337
E_HOMO (spin up / spin down) (Ha): -0.348 / -0.335

Last column: natural (NBO) charge in e.
Element x y z (Å)
S1 0.05 -1.89 0.96  0.144
O1 0.46 2.48 -0.49  -0.513
C1 0.57 1.26 -0.36  0.418
C2 -1.31 -0.89 1.27  -0.859
C3 0.94 0.11 -1.36  -0.743
H1 1.54 0.67 -2.17  0.246
H2 0.07 -0.46 -1.71  0.247
H3 0.80 0.89 0.69  0.096
H4 -1.23 -0.35 2.26  0.240
H5 -1.28 -0.03 0.49  0.253
H6 -2.33 -1.31 1.14  0.229
H7 1.70 -0.48 -0.72  0.243

=====

run P comes first in stability; the runner-up is 3.1 kcal/mol higher.

=====

Run P
A cluster of 6 separate species, C6H24N12O6 in total. Source: OMol25; level of theory: ωB97M-V with the def2-TZVPD basis set.

SMILES: NC(N)=O.NC(N)=O.NC(N)=O.NC(N)=O.NC(N)=O.NC(N)=O
Kohn-Sham gap (eV): 10.0530
E_HOMO (Ha): -0.355

Last column: natural (NBO) charge in e.
Element x y z (Å)
O1 -0.22 1.03 -1.32  -0.702
O2 -0.45 2.89 2.59  -0.652
O3 -0.64 -2.68 1.64  -0.719
O4 0.35 -5.38 3.47  -0.663
O5 -4.67 0.75 -4.49  -0.670
O6 3.85 3.27 -0.03  -0.686
N1 0.44 -1.18 -1.14  -0.868
N2 3.21 1.82 -1.68  -0.837
N3 -4.58 2.80 -3.58  -0.847
N4 0.19 0.15 0.71  -0.842
N5 -2.45 -2.94 0.26  -0.844
N6 -2.79 1.40 -3.37  -0.850
N7 2.14 -6.49 2.57  -0.849
N8 1.00 4.13 1.42  -0.832
N9 4.88 3.39 -2.02  -0.858
N10 1.70 -4.30 1.99  -0.877
N11 -2.37 -3.95 2.31  -0.844
N12 -0.83 5.16 2.38  -0.876
C1 -0.11 3.99 2.19  0.778
C2 -1.74 -3.14 1.41  0.798
C3 0.16 0.07 -0.66  0.759
C4 -4.06 1.59 -3.85  0.768
C5 3.95 2.84 -1.17  0.775
C6 1.34 -5.37 2.77  0.785
H1 2.68 -6.46 1.72  0.380
H2 -0.31 6.02 2.28  0.376
H3 1.41 5.04 1.28  0.386
H4 1.00 -3.63 1.70  0.432
H5 -2.11 -2.49 -0.57  0.416
H6 0.53 -0.65 1.22  0.407
H7 1.50 3.31 1.14  0.420
H8 -3.44 -3.10 0.39  0.392
H9 -5.53 3.03 -3.82  0.403
H10 -1.78 5.14 2.06  0.403
H11 -2.27 2.13 -2.94  0.406
H12 -1.82 -4.12 3.14  0.429
H13 2.47 1.46 -1.11  0.418
H14 2.58 -4.26 1.50  0.374
H15 0.71 -1.82 -0.42  0.396
H16 3.23 1.69 -2.67  0.385
H17 0.47 -1.40 -2.12  0.408
H18 -3.00 -4.69 2.04  0.392
H19 -2.55 0.42 -3.41  0.408
H20 -4.07 3.54 -3.13  0.381
H21 4.92 3.14 -2.99  0.390
H22 0.00 1.07 1.06  0.435
H23 1.66 -7.33 2.84  0.402
H24 5.41 4.10 -1.56  0.413

=====

Run Q
A cluster of 6 separate species, C6H24N12O6 in total. Source: OMol25; level of theory: ωB97M-V with the def2-TZVPD basis set.

SMILES: NC(N)=O.NC(N)=O.NC(N)=O.NC(N)=O.NC(N)=O.NC(N)=O
Kohn-Sham gap (eV): 8.9549
E_HOMO (Ha): -0.337

Last column: natural (NBO) charge in e.
Element x y z (Å)
O1 0.67 4.92 2.58  -0.668
O2 -0.33 -3.52 2.00  -0.655
O3 -2.43 0.43 -1.49  -0.685
O4 -6.10 0.35 -3.71  -0.657
O5 1.33 -1.99 -2.74  -0.660
O6 2.22 1.10 0.07  -0.724
N1 4.16 0.55 1.07  -0.824
N2 -0.38 1.31 -1.10  -0.891
N3 2.07 0.15 -2.87  -0.852
N4 0.27 2.69 2.55  -0.854
N5 -0.96 -0.76 -0.23  -0.830
N6 3.41 -1.60 -3.57  -0.854
N7 -0.08 -3.64 4.27  -0.842
N8 -5.67 0.41 -1.48  -0.855
N9 -7.85 0.30 -2.27  -0.861
N10 2.07 3.59 1.39  -0.885
N11 2.78 -1.14 0.30  -0.856
N12 1.35 -2.36 2.97  -0.874
C1 0.25 -3.20 3.01  0.774
C2 0.98 3.80 2.20  0.773
C3 -6.50 0.34 -2.56  0.771
C4 2.98 0.21 0.48  0.802
C5 -1.32 0.31 -0.98  0.781
C6 2.20 -1.20 -3.06  0.765
H1 0.55 1.19 -0.71  0.412
H2 0.48 1.82 2.10  0.387
H3 -1.65 -1.42 0.09  0.420
H4 4.14 -0.93 -3.74  0.379
H5 1.34 0.53 -2.28  0.422
H6 2.06 -1.40 -0.36  0.435
H7 2.23 2.71 0.91  0.411
H8 2.47 4.45 1.06  0.400
H9 3.57 -1.76 0.39  0.405
H10 -0.67 1.99 -1.79  0.415
H11 1.64 -1.99 2.08  0.408
H12 -0.94 -4.13 4.41  0.416
H13 -4.68 0.27 -1.65  0.441
H14 2.85 0.72 -3.16  0.379
H15 1.65 -1.84 3.78  0.379
H16 0.49 -3.29 5.01  0.385
H17 -0.60 2.86 3.02  0.409
H18 -6.01 0.43 -0.54  0.377
H19 -0.03 -0.86 0.12  0.371
H20 -8.50 0.34 -3.02  0.405
H21 3.57 -2.52 -3.92  0.411
H22 4.68 -0.18 1.51  0.394
H23 -8.13 0.45 -1.32  0.375
H24 4.38 1.52 1.19  0.423

=====

run Q comes first in stability; the runner-up is 10.0 kcal/mol higher.